(1)
Below is a cluster of 7 separate species, C4H22N4O8 in total at a distorted geometry, with properties calculated with wB97M-V/def2-TZVPD.

Last column: Löwdin charge in e.
Geometry (Å):
N: -2.4682 21.9167 18.4278  0.15
C: -2.4736 20.5410 18.4922  -0.65
N: -1.2599 19.9502 18.6275  0.18
O: -3.5227 19.9079 18.4994  0.01
H: -3.3664 22.3445 18.5385  0.10
H: -1.5866 22.3869 18.5045  0.09
H: -0.3838 20.4384 18.6233  0.10
H: -1.2218 18.9435 18.6104  0.08
N: -1.5694 15.6146 18.5348  0.18
C: -0.4044 16.0365 19.0711  -0.65
N: 0.6816 15.2533 18.7638  0.16
O: -0.3129 16.9907 19.8427  -0.02
H: -1.6478 14.7957 17.9490  0.06
H: -2.4199 16.0997 18.8036  0.07
H: 1.5786 15.6154 19.0295  0.11
H: 0.6235 14.3094 18.4215  0.06
O: 0.0027 11.3653 20.8649  -0.08
C: 0.1140 12.1048 22.0870  -0.21
C: 0.9470 13.3536 21.8621  -0.24
O: 2.3376 13.0608 21.9825  -0.06
H: -0.1699 10.4497 21.1011  0.09
H: -0.8536 12.3484 22.5308  0.12
H: 0.7108 11.5398 22.8101  0.12
H: 0.6403 14.1846 22.4958  0.11
H: 0.7613 13.7594 20.8585  0.10
H: 2.5232 12.4156 21.2937  0.07
O: -2.6169 13.2808 17.1481  -0.05
H: -2.5240 12.5586 16.5199  0.05
H: -3.1403 12.9181 17.8700  0.05
O: -3.9113 17.3509 19.2334  -0.08
H: -4.3814 17.5435 18.4163  0.04
H: -3.5062 18.1983 19.4627  0.01
O: -0.3877 16.4674 22.5862  -0.07
H: -1.3059 16.1858 22.5538  0.03
H: -0.2275 16.8456 21.7034  0.00
O: 1.3078 12.2070 18.4210  -0.06
H: 2.1616 11.9348 18.7669  0.04
H: 0.6685 11.9545 19.1066  0.01

Cartesian forces, eV/Å:
0.3 -1.1 -0.2
0.0 0.6 0.5
0.1 -0.3 -0.3
0.1 0.1 -0.2
0.1 0.4 0.0
-0.3 0.5 0.1
-0.1 0.1 0.0
0.1 -0.1 0.2
-0.2 0.2 0.1
0.1 -1.4 0.1
0.0 0.6 0.0
0.0 0.8 -0.4
0.2 0.2 0.0
0.0 0.1 0.0
0.0 -0.1 0.2
0.0 0.0 -0.2
-0.1 0.0 0.2
0.7 0.5 0.5
-0.4 0.2 -0.9
-0.2 0.2 0.1
0.0 0.0 -0.2
-0.2 -0.1 -0.3
-0.3 -0.2 0.1
0.4 -0.2 0.5
-0.1 -0.2 0.0
0.2 0.0 0.0
-0.1 -0.1 0.0
0.1 0.0 0.0
0.0 0.0 0.0
0.0 -0.7 0.2
0.0 0.2 0.1
-0.2 0.1 -0.3
0.1 0.0 0.1
-0.1 0.1 0.0
-0.1 -0.2 0.0
-0.2 0.1 -0.1
0.0 0.0 0.0
0.2 -0.1 0.1

LUMO energy: 0.009 Ha
highest occupied orbital energy: -0.351 Ha
E: -986.63053 a.u.
strongest force on any atom: 1.45 eV/Å
Kohn-Sham gap: 9.782 eV

=====

(2)
Below is a cluster of 7 separate species, C4H22O7 in total at a distorted geometry, with properties calculated with wB97M-V/def2-TZVPD.

Last column: Löwdin charge in e.
Geometry (Å):
C: -1.9423 -2.8424 -2.1879  -0.07
C: -1.3118 -2.2662 -0.8772  -0.31
O: 0.1000 -2.3360 -1.0348  -0.10
H: -1.5899 -3.8594 -2.3599  0.07
H: -1.5833 -2.2928 -3.0580  0.07
H: -3.0267 -2.7822 -2.0954  0.07
H: -1.5899 -2.8422 0.0054  0.10
H: -1.5024 -1.2029 -0.7320  0.10
H: 0.4167 -1.9695 -0.2060  0.07
C: 1.5446 5.3141 -2.0747  -0.06
C: 0.8294 3.9866 -1.7135  -0.34
O: 1.1978 2.9447 -2.5574  -0.09
H: 1.0077 6.1947 -1.7220  0.07
H: 1.6602 5.3920 -3.1557  0.07
H: 2.5447 5.3312 -1.6416  0.07
H: -0.2584 4.0422 -1.6713  0.10
H: 1.1287 3.4834 -0.7942  0.10
H: 1.0370 2.0816 -2.1689  0.08
O: 4.0617 -4.2538 5.0925  -0.05
H: 3.4304 -3.5646 4.8855  0.02
H: 4.6407 -3.8606 5.7455  0.03
O: 2.4033 -0.3734 3.0308  -0.05
H: 2.0455 -0.0280 3.8487  0.03
H: 3.2835 -0.0010 2.9777  0.03
O: 4.2188 -3.1501 -3.6929  -0.05
H: 3.9735 -3.2161 -4.6158  0.03
H: 3.3853 -3.0825 -3.2272  0.03
O: -5.1498 -1.6784 3.5036  -0.05
H: -5.0331 -0.7576 3.2699  0.03
H: -4.2619 -2.0352 3.5245  0.03
O: -5.0531 2.9288 2.1168  -0.06
H: -5.4914 3.7228 2.4229  0.03
H: -5.1154 2.9729 1.1627  0.03

Cartesian forces, eV/Å:
0.6 0.6 1.2
0.2 -0.4 -1.6
0.3 -0.2 0.3
-0.3 -0.1 0.3
-0.2 0.3 0.1
0.0 -0.2 -0.3
-0.4 0.0 0.0
-0.9 0.0 0.0
0.6 0.0 0.0
-0.2 -0.9 0.3
0.1 -0.5 1.2
0.6 -0.7 -2.7
-0.1 -0.2 0.1
-0.2 -0.1 0.0
0.0 0.0 0.0
-0.2 0.6 -0.2
0.0 1.6 1.2
-0.1 0.2 0.1
0.0 -0.2 -0.1
-0.2 0.2 -0.1
0.2 0.0 0.2
-0.1 -0.2 -0.1
-0.1 0.1 0.2
0.3 0.1 -0.1
0.2 0.0 0.1
0.0 0.0 -0.2
-0.2 0.0 0.2
-0.2 -0.1 0.0
0.0 0.3 -0.1
0.2 -0.1 0.0
0.1 -0.2 0.1
-0.1 0.2 0.1
0.0 0.0 -0.3

LUMO energy: 0.004 Ha
energy relative to the best compared isomer or geometry (same formula, charge and spin): 55.35 kcal/mol
highest occupied orbital energy: -0.368 Ha
E: -692.20309 a.u.
strongest force on any atom: 2.89 eV/Å
Kohn-Sham gap: 10.134 eV

=====

(3)
Below is a cluster of 9 separate species, C4H22O8 in total at a distorted geometry, with properties calculated with wB97M-V/def2-TZVPD.

Last column: Löwdin spin population.
Geometry (Å):
C: 1.1110 -2.8158 -0.3165  0.16
C: 1.6834 -2.0165 -1.2581  0.15
C: 1.4847 -0.5616 -1.3114  0.23
C: 2.4377 0.3038 -0.8732  0.21
H: 0.4111 -2.5638 0.4328  0.02
H: 1.2876 -3.8492 -0.4927  0.02
H: 2.4856 -2.3081 -1.9424  0.03
H: 0.5092 -0.3123 -1.6011  0.02
H: 2.2460 1.3987 -0.9332  0.03
H: 3.5309 0.2514 -0.9195  0.04
H: -1.8425 0.9893 -3.0950  0.00
H: -1.3474 1.3581 -1.6116  0.00
O: -1.8652 1.6228 -2.3781  0.00
H: 1.9492 -0.4138 3.1840  0.00
H: 1.1322 0.7406 3.8693  0.00
O: 1.9999 0.5449 3.5026  0.01
H: -0.4691 2.9970 0.4895  0.00
H: -1.2436 2.5442 1.8027  0.00
O: -0.8916 2.2786 0.9541  0.00
H: -2.4269 -1.6795 -1.4016  0.00
H: -1.6559 -1.7239 -2.6658  0.00
O: -2.5569 -1.5720 -2.3533  0.01
H: -0.1378 -0.1569 1.9110  0.00
H: 0.8962 -0.7581 1.3336  0.01
O: 0.4062 -0.8932 2.2273  0.02
H: -1.3600 -0.3457 0.5220  0.00
H: -1.2004 -1.7503 0.7374  0.00
O: -0.9375 -1.0929 0.0731  0.01
H: -3.5101 0.2870 -0.9450  0.00
H: -3.4450 1.0892 0.5760  0.00
O: -3.3787 0.3350 0.0047  0.00
H: 1.3593 3.0063 0.0874  0.00
H: 1.6369 2.1025 1.4127  0.00
O: 1.7013 2.9643 0.9780  0.01

Cartesian forces, eV/Å:
0.9 -1.0 -1.6
0.1 1.9 -0.1
0.7 -2.4 0.1
0.7 3.0 -0.3
0.0 0.2 0.3
0.1 -1.1 0.3
0.1 -0.8 0.5
-1.3 1.0 0.3
-0.3 -0.6 -0.2
-0.2 -1.1 0.3
0.4 -0.5 0.4
0.1 -0.6 -0.4
-0.6 1.1 0.0
-0.4 2.2 0.6
0.1 -0.4 -0.1
0.9 -0.9 0.1
0.0 0.5 0.6
0.3 0.6 0.0
-1.0 -1.4 -0.3
0.1 0.2 0.2
0.0 0.0 -0.1
0.0 -0.1 -0.1
-0.7 0.3 1.2
0.2 -1.4 1.5
0.5 0.6 -2.6
-0.3 0.6 -0.9
0.4 -0.4 -0.4
-1.6 0.2 0.6
0.0 1.4 0.0
-0.3 1.0 -1.1
0.2 -2.2 1.1
0.3 -1.0 -0.1
-0.1 -0.2 -0.8
0.6 1.4 0.9

LUMO energy (alpha / beta): 0.088 / 0.087 Ha
expectation value of S²: 0.756
charge: -1
highest occupied orbital energy (alpha / beta): 0.013 / -0.151 Ha
E: -767.34942 a.u.
strongest force on any atom: 3.13 eV/Å
Kohn-Sham gap (alpha / beta): 2.060 / 6.468 eV
multiplicity: 2

=====

(4)
Below is a cluster of 7 separate species, C4H23NO6 in total at a distorted geometry, with properties calculated with wB97M-V/def2-TZVPD.

Last column: Löwdin charge in e.
Geometry (Å):
C: -0.5765 -2.9907 0.0940  -0.06
C: 0.7802 -2.2323 0.3604  -0.31
N: 0.7539 -0.7858 0.1765  -0.07
C: 1.7050 -0.2582 1.2420  -0.28
C: 1.0959 -0.2670 2.6324  -0.09
H: -0.9954 -3.3613 1.0137  0.06
H: -1.2852 -2.1544 -0.0699  0.03
H: -0.3977 -3.6824 -0.7145  0.06
H: 1.6143 -2.6958 -0.2800  0.12
H: 1.1632 -2.5312 1.3340  0.09
H: -0.1674 -0.5477 0.5696  0.09
H: 2.6637 -0.7483 1.0866  0.11
H: 1.9993 0.7979 1.0196  0.09
H: 1.8073 -0.4690 3.4445  0.08
H: 0.2957 -1.0155 2.6456  0.08
H: 0.7388 0.6551 3.0962  0.07
O: 1.9101 1.5481 -1.1136  -0.09
H: 1.1390 1.9565 -1.5201  0.03
H: 1.6625 0.6202 -0.9265  0.01
O: -0.0907 2.5893 0.9437  -0.04
H: 0.5268 1.8953 0.6898  0.00
H: 0.3898 3.4181 0.8825  0.07
O: -2.7752 -0.7815 0.1384  -0.08
H: -3.6348 -0.4795 -0.1795  0.05
H: -2.3169 0.0812 0.0950  0.00
O: -1.5270 1.0923 -1.9959  -0.07
H: -2.2198 0.4333 -2.1250  0.05
H: -0.8715 0.9691 -2.7057  0.00
O: -2.5836 2.2036 0.2644  -0.10
H: -2.0127 2.2981 -0.5227  0.00
H: -2.0191 2.6664 0.9095  0.02
O: 0.7148 0.7495 -3.4132  -0.05
H: 1.5897 1.1049 -3.2117  0.05
H: 0.9235 -0.0782 -3.8602  0.07

Cartesian forces, eV/Å:
1.0 2.8 0.4
1.2 -2.7 -1.1
0.2 0.4 2.1
0.0 2.1 -0.9
0.4 -0.7 1.3
0.2 -1.0 0.3
0.1 -1.0 -1.0
-0.7 -0.3 0.0
-1.2 0.8 0.3
-0.2 0.3 0.5
0.2 0.4 -0.7
-0.1 -0.6 0.5
-0.4 -0.7 0.0
0.2 -0.9 -0.4
0.1 0.1 0.4
-0.5 0.4 -1.2
0.4 0.2 -0.1
-0.2 -0.2 0.2
-0.4 0.2 -0.2
0.1 0.3 0.3
0.1 0.1 -0.1
0.3 0.0 0.0
-0.1 0.9 -0.4
-0.3 -0.4 0.2
0.0 -0.1 0.3
-0.2 0.0 -0.2
0.2 0.1 0.0
-0.1 -0.1 0.3
0.3 0.5 -0.1
-0.5 -0.4 0.1
-0.4 -0.5 -0.1
0.5 -0.3 -0.8
-0.1 0.1 0.2
-0.3 0.0 0.0

LUMO energy: 0.014 Ha
energy relative to the best compared isomer or geometry (same formula, charge and spin): 52.84 kcal/mol
highest occupied orbital energy: -0.353 Ha
E: -672.34422 a.u.
strongest force on any atom: 3.19 eV/Å
Kohn-Sham gap: 9.982 eV

=====

(5)
Below is a cluster of 7 separate species, C4H23NO7 in total at a distorted geometry, with properties calculated with wB97M-V/def2-TZVPD.

Last column: Löwdin spin population.
Geometry (Å):
O: -2.1014 -1.4704 4.1107  0.10
H: -2.2140 -2.0366 3.3472  0.02
H: -2.9536 -1.0499 4.2255  0.04
O: 1.1226 -0.7318 3.3610  0.09
H: 1.7150 -0.1457 2.8899  0.03
H: 0.6389 -0.1576 3.9547  0.04
O: -2.9242 0.7338 -1.0563  0.03
H: -2.5330 0.5152 -0.2105  0.02
H: -2.1770 0.8521 -1.6429  0.00
O: -2.3044 1.2205 1.9492  0.23
H: -2.3240 2.1750 2.0179  0.07
H: -2.7290 0.9134 2.7502  0.07
O: -0.5184 -1.1643 1.2113  0.04
H: -1.0922 -0.4407 1.4629  0.02
H: 0.2616 -1.0522 1.7548  0.01
O: -1.0300 -4.2311 1.4426  0.02
H: -0.8926 -3.4043 0.9803  0.00
H: -0.1559 -4.6148 1.5131  0.00
C: 0.0195 2.1083 -0.9772  0.05
C: 0.7113 1.1012 -1.8130  0.01
C: 2.1756 1.0040 -1.5020  0.01
O: 2.9144 0.0280 -2.1657  0.01
C: 2.7049 0.0070 -3.5305  0.00
N: -0.0100 -0.1935 -1.7140  0.01
H: -1.0313 2.2772 -1.2127  0.01
H: 0.3916 3.1158 -1.1632  0.01
H: 0.2421 1.9726 0.0811  0.03
H: 0.5980 1.5459 -2.8017  0.00
H: 2.3011 0.8724 -0.4272  0.01
H: 2.6968 1.9250 -1.7630  0.00
H: 2.8298 0.9878 -3.9894  0.00
H: 1.7394 -0.4142 -3.8108  0.00
H: 3.4567 -0.6797 -3.9195  0.00
H: 0.3920 -0.7678 -2.4410  0.00
H: 0.0797 -0.8006 -0.9118  0.00

Cartesian forces, eV/Å:
0.4 0.0 0.4
0.1 -0.3 -0.4
-0.4 0.3 0.1
0.5 -0.5 -0.2
0.4 0.4 0.0
-0.6 0.3 0.3
-0.7 0.2 -0.4
0.1 0.1 0.5
0.3 -0.4 -0.1
0.5 -0.6 -0.9
0.0 0.7 0.0
-0.3 -0.3 0.7
-0.1 -0.8 -1.2
-0.4 0.6 0.3
0.1 0.0 0.8
-0.2 -0.5 0.0
0.0 0.7 0.0
0.2 0.0 0.1
0.3 1.9 1.1
-0.8 -0.9 0.1
0.6 1.1 0.6
-0.1 -1.2 0.6
0.5 -0.7 -0.6
0.3 0.2 -1.9
0.0 -0.7 0.4
0.6 0.2 -0.2
-0.7 -0.3 0.2
-0.1 -0.8 -0.6
0.1 -0.3 0.0
-0.3 0.8 0.1
0.0 0.2 -0.1
-0.2 0.2 -0.1
0.1 0.1 -0.2
-0.3 -0.3 -0.3
0.1 0.8 1.0

LUMO energy (alpha / beta): 0.102 / 0.100 Ha
expectation value of S²: 0.751
charge: -1
energy relative to the best compared isomer or geometry (same formula, charge and spin): 2.48 kcal/mol
highest occupied orbital energy (alpha / beta): 0.011 / -0.249 Ha
E: -747.57979 a.u.
strongest force on any atom: 2.17 eV/Å
Kohn-Sham gap (alpha / beta): 2.482 / 9.503 eV
multiplicity: 2

=====

(6)
Below is a cluster of 9 separate species, C4H23NO8 in total at a distorted geometry, with properties calculated with wB97M-V/def2-TZVPD.

Last column: Löwdin charge in e.
Geometry (Å):
C: -1.9757 -0.6425 -2.4419  0.00
C: -2.4942 -0.5984 -1.1931  -0.15
C: -1.7880 -0.2202 0.0596  -0.42
C: -2.1971 0.9361 0.6148  0.02
N: -0.7794 -1.0439 0.5163  0.16
H: -2.6576 -0.7154 -3.3261  0.06
H: -0.9369 -0.2642 -2.8931  0.09
H: -3.4469 -1.1774 -1.0338  0.11
H: -3.0610 1.4674 0.4470  0.03
H: -1.6998 1.3447 1.4828  0.04
H: -0.7207 -1.9119 0.2234  -0.01
H: -0.1794 -0.6658 1.2616  0.10
O: 0.0138 2.2631 3.3212  -0.08
H: 0.5396 2.1711 2.4385  0.05
H: -0.4211 1.4467 3.4227  -0.01
O: 1.6623 3.3360 1.2409  -0.05
H: 1.2753 3.9920 1.8639  0.07
H: 1.2670 3.5997 0.4249  0.02
O: 1.9104 -0.4466 2.4554  -0.01
H: 2.7183 -0.7886 2.7388  0.01
H: 1.6063 0.3868 2.7810  0.00
O: -2.4416 -3.4044 -0.2688  0.02
H: -2.7179 -3.7465 0.5219  0.01
H: -2.8304 -3.7325 -1.0385  0.03
O: 1.4142 -3.4015 -0.5065  -0.02
H: 2.1353 -3.8029 -0.1519  -0.03
H: 0.6631 -4.0639 -0.4376  0.08
O: 0.2481 1.9820 -1.2303  -0.09
H: -0.7359 1.9650 -1.1275  0.05
H: 0.3388 1.0287 -1.3611  -0.04
O: 3.2491 1.6727 -1.5068  -0.14
H: 3.7167 0.8982 -1.0578  0.07
H: 2.2252 1.6998 -1.3036  0.04
O: 1.0685 -0.4455 -1.6727  -0.05
H: 0.7460 -1.2353 -1.9377  -0.03
H: 1.3629 0.1150 -2.4486  0.10

Cartesian forces, eV/Å:
0.6 1.9 -1.7
0.2 -2.3 -1.0
-0.3 0.1 -0.1
2.2 -0.9 1.4
-0.5 6.4 2.2
0.3 -0.8 1.0
-2.3 -0.7 1.9
0.6 1.3 -0.3
-1.8 0.8 -1.4
0.3 -0.2 0.3
0.6 -4.8 -1.7
-0.3 -0.8 -0.8
2.3 1.0 -2.3
-1.3 0.6 1.9
-1.0 -1.6 0.3
-0.2 0.6 1.8
0.6 -0.6 -0.4
-0.4 -0.1 -1.3
-2.7 -0.7 -1.9
1.9 0.1 1.1
0.8 0.7 0.8
2.9 2.6 -1.2
-1.5 -1.7 2.6
-1.3 -1.1 -1.3
-4.9 0.6 -1.6
3.3 -1.8 1.6
1.5 1.2 -0.1
-1.5 0.3 -0.1
0.9 0.6 0.2
0.4 -0.5 0.4
-1.6 -1.0 0.8
-1.7 1.6 -0.7
3.3 -0.3 0.0
2.6 5.0 0.1
-1.5 -4.0 -1.5
-0.2 -1.6 0.9

LUMO energy: 0.007 Ha
energy relative to the best compared isomer or geometry (same formula, charge and spin): 90.33 kcal/mol
highest occupied orbital energy: -0.287 Ha
E: -822.74112 a.u.
strongest force on any atom: 6.84 eV/Å
Kohn-Sham gap: 7.992 eV